{
  "formula": "C32H84BN2O22",
  "method": "the ωB97M-V functional and the def2-TZVPD basis",
  "total_charge": -1,
  "homo_lumo_gap_ev": 9.168,
  "e_above_lowest_kj_mol": 280.23,
  "e_tot_ha": -3059.47586,
  "fmax_ha_per_bohr": 0.0958,
  "e_lumo_ev": 1.776,
  "elements": ["O", "C", "O", "B", "O", "C", "O", "O", "C", "O", "C", "O", "O", "C", "O", "H", "H", "H", "H", "C", "O", "H", "H", "H", "H", "C", "O", "H", "H", "H", "H", "C", "O", "H", "H", "H", "H", "C", "O", "H", "H", "H", "H", "C", "O", "H", "H", "H", "H", "C", "O", "N", "N", "H", "H", "H", "H", "C", "C", "C", "O", "H", "H", "H", "H", "H", "H", "H", "H", "C", "C", "C", "O", "H", "H", "H", "H", "H", "H", "H", "H", "C", "C", "C", "O", "H", "H", "H", "H", "H", "H", "H", "H", "C", "C", "C", "O", "H", "H", "H", "H", "H", "H", "H", "H", "C", "C", "C", "O", "H", "H", "H", "H", "H", "H", "H", "H", "C", "C", "C", "O", "H", "H", "H", "H", "H", "H", "H", "H", "C", "C", "C", "O", "H", "H", "H", "H", "H", "H", "H", "H"],
  "positions_angstrom": [[-1.159951, 1.452103, 2.895422], [-0.680557, 1.226582, 1.754478], [-1.029805, 0.337822, 0.865646], [-0.162795, 0.433360, -0.309238], [0.803944, 1.535625, -0.019188], [0.487690, 1.994115, 1.193577], [1.077385, 2.930657, 1.792413], [-0.935724, 0.793052, -1.510623], [-0.842562, -0.192553, -2.389633], [-1.340904, -0.191893, -3.498753], [0.036149, -1.320652, -1.709909], [0.457769, -0.840033, -0.536544], [0.366006, -2.364072, -2.301648], [1.295467, 0.701019, -5.572460], [2.010346, 0.413227, -6.726015], [2.031066, 1.290520, -5.025226], [0.417043, 1.330430, -5.714954], [1.011560, -0.196637, -5.023168], [2.339728, 1.187566, -7.188093], [-2.999193, 1.844241, -5.574734], [-2.771654, 0.503165, -5.997312], [-3.130376, 2.465656, -6.460584], [-3.921179, 1.950610, -5.003135], [-2.127230, 2.158135, -5.000925], [-2.457886, -0.016915, -5.253905], [3.951235, 1.512171, -2.252355], [4.146839, 2.934245, -2.368056], [3.418839, 1.298311, -1.325580], [3.307588, 1.111724, -3.035588], [4.920585, 1.013781, -2.261558], [4.463259, 3.256406, -1.520888], [1.277886, 1.171480, 4.897800], [2.406382, 1.055837, 5.746195], [0.636508, 0.326152, 5.147090], [0.588459, 1.963791, 5.189390], [1.491362, 0.907743, 3.861955], [2.697899, 0.142423, 5.794033], [-1.004140, 5.491498, 2.716993], [-0.570230, 4.701661, 3.781880], [-1.424794, 4.873347, 1.923878], [-1.732605, 6.271761, 2.937499], [-0.168011, 6.024431, 2.264259], [-0.050186, 3.996899, 3.388848], [3.162077, -2.408269, -3.698387], [3.341380, -2.529458, -2.317504], [2.513621, -3.139707, -4.180685], [2.748661, -1.474588, -4.079747], [4.107696, -2.360344, -4.238396], [2.450682, -2.612414, -1.969109], [4.639651, 3.731718, 1.262474], [4.464466, 3.774802, 0.062137], [3.712461, 3.840328, 2.192837], [5.802516, 3.813967, 1.802409], [3.899971, 3.447396, 3.104181], [2.758344, 3.777398, 1.867579], [6.536610, 3.587926, 1.146589], [5.850717, 3.706236, 2.805491], [-0.255107, -2.596856, 2.970171], [-1.674986, -3.045804, 2.703102], [-2.236757, -2.527775, 1.398958], [-1.606876, -4.479288, 2.587888], [0.219169, -3.081052, 3.823816], [-0.195561, -1.508566, 2.984051], [0.403118, -2.807856, 2.127373], [-2.380479, -2.801880, 3.497378], [-2.498277, -1.473576, 1.490444], [-3.142892, -3.115537, 1.252081], [-1.671122, -2.631823, 0.473036], [-1.050752, -4.718824, 1.842937], [-6.952295, 1.326479, 1.604227], [-5.673652, 1.491093, 0.712410], [-4.499035, 0.615305, 1.088151], [-5.985218, 1.227406, -0.653571], [-7.178841, 0.268189, 1.733859], [-7.840968, 1.811932, 1.200857], [-6.750718, 1.758132, 2.584604], [-5.412112, 2.548201, 0.665326], [-3.704956, 0.999878, 0.448108], [-4.547886, -0.453249, 0.878600], [-4.244605, 0.674588, 2.146380], [-6.404078, 0.367391, -0.734377], [-1.702471, -3.051902, -5.180203], [-0.973423, -4.411504, -5.161897], [-1.862276, -5.591308, -4.900476], [-0.215261, -4.648980, -6.307434], [-0.954970, -2.258937, -5.157009], [-2.229787, -2.922600, -4.235052], [-2.446298, -2.960663, -5.971725], [-0.287763, -4.280624, -4.324732], [-2.635926, -5.610326, -5.668074], [-2.372028, -5.549040, -3.937934], [-1.437993, -6.594613, -4.862357], [0.275773, -3.842798, -6.482256], [-2.280070, 1.835012, 6.043435], [-2.455498, 0.383613, 6.616315], [-2.276863, -0.635785, 5.447700], [-1.464941, 0.154467, 7.580679], [-2.308530, 2.598719, 6.820635], [-2.992595, 2.164141, 5.287075], [-1.255341, 2.001876, 5.711484], [-3.414333, 0.294645, 7.127016], [-1.258996, -0.741759, 5.072424], [-2.873453, -0.315906, 4.593394], [-2.583368, -1.623086, 5.793240], [-1.700199, 0.610946, 8.391778], [0.567999, 5.568296, -0.986893], [-0.205724, 5.472804, -2.278890], [-0.232318, 4.112095, -2.925788], [-1.507894, 5.908510, -2.054285], [1.417475, 4.886143, -0.952848], [0.014843, 5.320856, -0.080867], [0.981359, 6.572342, -0.891338], [0.329867, 6.046010, -3.035644], [0.801774, 3.770263, -2.882246], [-0.485064, 4.104980, -3.986056], [-0.796443, 3.358035, -2.376915], [-1.433838, 6.837331, -1.823198], [5.470846, -0.136450, 1.426939], [4.462969, -0.763236, 2.401991], [3.179456, -1.255896, 1.779635], [5.228276, -1.806669, 3.072972], [6.284480, 0.473244, 1.819829], [4.959164, 0.451968, 0.665339], [6.020202, -0.947278, 0.948548], [4.134847, -0.006286, 3.114356], [2.454271, -1.518202, 2.549959], [3.296230, -2.131222, 1.140679], [2.613800, -0.506806, 1.225550], [5.296296, -2.528783, 2.444068], [1.416390, -5.705878, -1.045865], [0.247411, -5.210697, -0.166408], [-1.152656, -5.622927, -0.763890], [0.346371, -5.804174, 1.115380], [2.332019, -5.254341, -0.663985], [1.314736, -5.602778, -2.126212], [1.519397, -6.783425, -0.917887], [0.350936, -4.129359, -0.076450], [-1.314864, -4.946658, -1.603199], [-1.976467, -5.619037, -0.050149], [-1.146992, -6.670994, -1.063233], [1.082278, -5.415659, 1.594014]],
  "atomic_forces_ev_per_a": [[1.3, -1.1, -3.9], [-1.5, 0.9, 3.9], [-0.5, 0.1, 0.6], [-0.2, 1.3, -0.2], [-0.6, -0.1, 1.5], [2.9, 3.1, 0.5], [-2.1, -2.8, -1.8], [0.2, -0.7, -0.2], [-0.8, 0.2, -0.7], [0.9, -0.4, 1.6], [1.0, -1.4, -2.2], [0.1, -1.6, -1.4], [-0.8, 2.6, 2.3], [0.7, 1.5, 0.9], [0.1, -1.6, -1.9], [-0.5, 0.1, 1.2], [-0.3, -0.2, -0.2], [0.2, -0.1, -0.3], [-0.3, 0.2, 0.4], [0.3, -0.5, -0.1], [-0.4, 0.1, -0.5], [0.3, -0.1, -0.1], [0.0, -0.1, 0.3], [-0.2, 0.5, 0.1], [0.1, 0.1, 0.3], [0.1, 1.1, 0.5], [-0.4, -1.1, -1.3], [0.1, -0.2, 0.3], [0.2, 0.3, -0.3], [0.0, -0.3, 0.0], [-0.1, 0.1, 0.4], [-0.9, -2.6, 0.8], [0.6, 1.0, 0.1], [-0.4, -0.3, 0.1], [1.0, 0.7, -0.7], [0.2, 1.3, -0.3], [-0.2, 0.0, -0.1], [0.3, 0.2, -1.3], [-0.3, 0.3, 0.8], [-0.3, -0.1, -0.1], [-0.1, -0.3, 0.8], [0.3, 0.1, -0.1], [0.1, -0.4, 0.0], [0.2, 0.7, -1.7], [0.0, 0.0, -0.1], [0.1, -0.6, 0.4], [-0.5, 0.6, 0.8], [0.4, -0.7, 0.4], [-0.3, 0.0, 0.3], [-1.8, 1.1, -0.9], [-0.4, -0.2, -1.0], [-3.0, -0.3, 1.2], [4.8, -0.5, 0.9], [-0.3, 0.1, -0.1], [-0.1, -0.2, 0.2], [0.5, 0.0, 0.7], [0.8, 0.0, -0.4], [0.3, 0.9, -0.3], [1.3, -1.4, -1.3], [-1.1, 0.6, 0.1], [-1.0, 0.1, 1.0], [-0.3, 0.3, 0.3], [0.0, 0.2, 0.7], [-0.2, -0.5, -0.4], [0.2, -0.1, 0.1], [-0.1, 0.0, -0.1], [-0.3, 0.2, -0.2], [0.6, -0.2, 0.3], [0.3, -0.1, 0.0], [1.0, 0.0, -0.2], [-1.8, -0.7, -0.1], [0.6, 0.6, 0.2], [-0.3, 0.2, -0.5], [0.0, -0.1, 0.0], [0.2, 0.1, -0.2], [0.0, -0.1, 0.1], [0.3, 0.0, 0.4], [0.5, -0.2, 0.4], [-0.7, 0.0, -0.3], [0.3, 0.3, 0.0], [0.0, -0.2, 0.1], [-0.1, -0.7, 0.4], [0.0, 0.8, 1.5], [-1.1, -0.5, 0.0], [0.2, -0.2, -1.0], [-0.1, 0.1, -0.5], [-0.1, -0.1, 0.1], [0.2, 0.1, -0.2], [0.3, -0.3, 0.4], [-0.2, -0.1, -0.1], [-0.1, 0.6, 0.1], [0.7, 0.2, -0.4], [0.1, 0.1, -0.2], [0.3, 0.0, 0.9], [0.5, 1.3, -1.9], [-0.5, 0.2, 0.9], [0.8, -0.6, 0.5], [-0.5, -0.1, 0.5], [0.1, -0.4, -0.2], [-0.2, -0.5, -0.6], [-0.4, -0.2, -0.5], [0.1, 0.4, 0.4], [-0.2, -0.1, 0.1], [-0.1, -0.1, -0.1], [0.0, 0.1, 0.0], [1.0, -0.4, 0.4], [0.6, -0.9, -0.3], [0.8, -0.9, 0.5], [-1.1, 0.8, -0.4], [0.2, 0.0, -0.3], [-0.5, 0.1, -0.2], [-0.1, 0.1, 0.2], [-0.1, 0.8, 0.0], [0.2, -0.2, -0.1], [-0.4, 0.2, 0.1], [-0.3, 0.1, 0.0], [-0.3, 0.1, 0.1], [-0.4, -0.1, -0.7], [1.4, 0.3, -0.3], [-0.7, -0.4, 0.0], [-1.2, 0.6, 0.5], [-0.4, 0.1, 0.7], [0.0, 0.0, -0.2], [-0.3, -0.1, -0.4], [0.5, -0.2, 0.6], [0.2, -0.3, 0.3], [0.2, 0.0, -0.2], [0.5, 0.3, -0.3], [0.0, -0.1, -0.1], [-0.3, -0.5, 0.4], [-0.6, -0.9, -1.3], [1.3, 0.2, 0.5], [-0.1, -0.2, 0.3], [0.2, 0.1, -0.4], [-0.1, 0.7, 0.1], [-0.1, -0.1, 0.3], [-0.4, 0.2, 0.0], [-0.4, -0.3, -0.1], [0.1, 0.7, 0.2], [0.4, 0.0, -0.4], [0.2, 0.0, 0.1]],
  "mulliken_charge": [-0.46, 0.26, 0.39, 0.02, -0.27, 0.09, -0.21, -0.71, -0.29, -0.38, 1.23, 0.27, -0.56, -0.03, -0.59, 0.15, 0.32, -0.20, 0.30, -0.36, -0.57, 0.27, 0.25, 0.03, 0.44, 0.37, -0.67, -0.24, -0.32, 0.42, 0.59, 0.10, -0.63, 0.17, -0.08, -0.06, 0.34, -0.61, -0.62, 0.17, 0.40, 0.24, 0.27, -0.41, -0.54, 0.19, 0.02, 0.40, 0.19, 0.56, -0.81, -0.26, -0.42, 0.26, 0.12, 0.28, 0.18, -0.57, 0.38, 0.05, -0.74, 0.60, -0.09, 0.01, 0.25, -0.42, 0.54, -0.36, 0.21, -1.42, 0.31, -0.47, -0.56, 0.34, 0.37, 0.35, 0.27, 0.02, 0.35, 0.04, 0.34, -0.76, 1.33, -1.52, -0.62, -0.11, 0.25, 0.39, -0.33, 0.37, 0.29, 0.39, 0.36, -0.89, 0.24, -0.59, -0.56, 0.45, 0.29, -0.06, 0.36, -0.03, 0.03, 0.46, 0.32, -1.08, 0.64, -0.92, -0.56, 0.10, 0.14, 0.52, 0.14, 0.23, 0.39, 0.03, 0.34, -1.05, 0.59, -0.70, -0.59, 0.29, 0.07, 0.38, 0.02, 0.27, 0.43, -0.15, 0.38, -1.49, 1.58, -1.27, -0.62, 0.34, 0.19, 0.46, -0.33, 0.13, 0.38, 0.45, 0.39]
}